Record 1
{"formula": "C10H34O12P2", "method": "wB97M-V/def2-TZVPD", "e_tot_ha": -1987.0978, "homo_lumo_gap_ev": 10.082, "e_above_lowest_kcal_mol": 10.1, "homo_energy_ha": -0.363, "e_lumo_ev": 0.20, "smiles": "COP(=O)(OC)OC.COP(=O)(OC)OC.CO.CO.CO.CO", "species": ["C", "O", "H", "H", "H", "H", "C", "O", "H", "H", "H", "H", "C", "O", "H", "H", "H", "H", "C", "O", "H", "H", "H", "H", "C", "O", "P", "O", "O", "C", "O", "C", "H", "H", "H", "H", "H", "H", "H", "H", "H", "C", "O", "P", "O", "O", "C", "O", "C", "H", "H", "H", "H", "H", "H", "H", "H", "H"], "coordinates": [[3.60975, 1.09847, 2.45875], [5.01343, 1.04911, 2.54707], [3.17779, 0.17959, 2.05211], [3.20899, 1.14117, 3.48021], [3.21392, 1.97166, 1.93546], [5.36887, 0.48276, 1.85915], [-0.38375, 1.09714, -0.05712], [0.53671, 1.73548, 0.80907], [-0.32200, 1.57331, -1.03327], [-0.06004, 0.05970, -0.24665], [-1.38666, 1.05445, 0.37075], [0.58294, 1.18877, 1.60510], [-1.56069, -2.46811, -1.59806], [-0.69704, -3.49384, -2.08497], [-2.60006, -2.63563, -1.88584], [-1.53651, -2.40359, -0.50481], [-1.17241, -1.52877, -1.98459], [-0.61089, -4.18855, -1.42859], [0.88171, 3.19751, 4.00881], [0.55681, 3.75486, 5.31321], [0.35764, 2.25622, 3.86041], [0.57495, 3.93737, 3.27487], [1.95793, 3.06114, 3.99199], [-0.03150, 3.15658, 5.77917], [-0.25160, -0.91963, 5.69245], [-1.37273, -0.76313, 4.82084], [-1.21781, -0.61022, 3.25782], [0.12655, -0.24730, 2.81474], [-1.75451, -1.93563, 2.61268], [-1.45343, -3.18821, 3.21002], [-2.35778, 0.37708, 2.84436], [-2.87586, 1.41293, 3.68637], [0.68631, -0.66256, 5.19992], [-0.17755, -1.95654, 6.02302], [-0.40242, -0.27510, 6.55438], [-1.73093, -3.96654, 2.50235], [-2.04830, -3.34872, 4.11209], [-0.38892, -3.27840, 3.43832], [-2.21972, 2.28698, 3.65217], [-2.94019, 1.08559, 4.72195], [-3.85151, 1.67212, 3.29372], [1.84987, 0.43955, -7.98852], [0.42409, 0.50664, -7.87026], [-0.35276, 0.17710, -6.55154], [-1.71042, 0.68884, -6.52897], [0.59951, 0.71450, -5.39764], [0.02733, 1.29812, -4.22578], [-0.22155, -1.39382, -6.46777], [-0.31999, -2.12410, -5.23184], [2.13255, -0.48877, -8.48276], [2.34242, 0.48310, -7.01816], [2.17653, 1.28935, -8.58087], [0.76110, 1.23248, -3.42835], [-0.91320, 0.81746, -3.95904], [-0.19837, 2.35188, -4.40211], [-1.17835, -1.78957, -4.64961], [0.60021, -2.00096, -4.66631], [-0.46849, -3.16128, -5.50993]], "forces_ev_per_angstrom": [[-0.814, -0.396, 0.708], [0.404, 0.096, -0.004], [0.064, 0.132, -0.292], [0.193, 0.107, -0.087], [0.238, -0.062, -0.270], [-0.096, 0.077, -0.073], [0.802, -0.820, 0.022], [-0.086, 0.226, -0.068], [-0.392, 0.369, 0.122], [-0.154, 0.058, 0.132], [-0.159, 0.253, -0.273], [-0.017, -0.105, 0.034], [0.291, -0.231, 0.474], [-0.039, 0.049, -0.087], [0.036, 0.083, -0.236], [0.066, 0.027, -0.054], [-0.248, 0.098, -0.119], [-0.100, 0.026, -0.005], [-0.330, 0.642, 1.168], [-0.005, -0.215, -0.307], [0.127, -0.091, -0.238], [0.055, -0.172, -0.280], [0.057, -0.157, -0.273], [0.063, 0.006, -0.068], [0.464, -0.141, 0.215], [-0.099, -0.101, 0.120], [-0.087, 0.284, -0.238], [0.575, 0.143, 0.111], [-0.389, -0.249, -0.087], [0.040, -0.550, 0.102], [-0.300, 0.010, 0.088], [0.373, 0.344, 0.069], [-0.129, 0.140, -0.112], [-0.185, 0.026, -0.004], [-0.048, 0.004, 0.002], [0.076, 0.105, -0.098], [0.089, 0.190, 0.017], [-0.030, 0.017, -0.013], [-0.067, -0.048, -0.142], [-0.161, -0.145, -0.048], [-0.073, 0.004, 0.029], [0.120, -0.191, 0.071], [0.263, 0.242, -0.195], [0.173, -0.272, -0.072], [-0.528, 0.267, 0.176], [0.115, -0.045, 0.195], [-0.252, 0.510, 0.016], [0.268, -0.408, 0.021], [-0.138, 0.289, -0.327], [-0.079, 0.001, -0.053], [-0.109, 0.032, 0.037], [-0.085, 0.010, -0.078], [0.011, -0.184, 0.028], [0.104, -0.136, 0.104], [0.065, -0.053, -0.075], [-0.003, 0.022, 0.029], [0.003, -0.051, 0.105], [0.068, -0.070, 0.083]], "mulliken_charge": [-0.3336, -0.5586, 0.2542, 0.0989, 0.2255, 0.3132, -0.4991, -0.5338, 0.2468, 0.2044, 0.2267, 0.3858, 0.1343, -0.5045, 0.2953, -0.0815, -0.0974, 0.2850, 0.0797, -0.5718, -0.3153, 0.2636, 0.2839, 0.3013, -0.6648, -0.3049, 0.8224, -0.5026, -0.2768, -0.7451, -0.3271, -0.6516, 0.2992, 0.2680, 0.2653, 0.2512, 0.2794, 0.3493, 0.2759, 0.3159, 0.2534, -0.5698, -0.3402, 0.8488, -0.6941, -0.2527, -0.6697, -0.3198, -0.5770, 0.2515, 0.2895, 0.2454, 0.2586, 0.2914, 0.3319, 0.2696, 0.2767, 0.3500]}

***

Record 2
{"formula": "C10H35HgO10", "method": "wB97M-V/def2-TZVPD", "total_charge": 1, "e_tot_ha": -1307.1538, "homo_lumo_gap_ev": 1.568, "e_above_lowest_kcal_mol": 121.3, "homo_energy_ha": -0.427, "e_lumo_ev": -10.05, "species": ["Hg", "C", "C", "O", "O", "H", "H", "H", "C", "O", "H", "H", "H", "H", "C", "O", "H", "H", "H", "H", "C", "O", "H", "H", "H", "H", "C", "O", "H", "H", "H", "H", "C", "O", "H", "H", "H", "H", "C", "O", "H", "H", "H", "H", "C", "O", "H", "H", "H", "H", "C", "O", "H", "H", "H", "H"], "coordinates": [[1.41324, 1.30967, 4.62558], [1.00179, 0.89182, -1.93022], [1.22187, 1.00590, -0.44446], [1.64870, 0.09485, 0.24358], [0.86943, 2.00932, 0.18245], [0.94258, -0.16584, -2.18704], [1.88365, 1.25577, -2.45744], [0.05655, 1.36929, -2.18836], [4.26245, -5.85734, -0.95496], [4.07222, -4.50346, -1.23585], [4.82460, -6.35900, -1.74262], [4.88213, -6.04897, -0.07896], [3.30108, -6.36208, -0.85968], [3.60520, -4.03764, -0.53835], [1.66240, 6.59643, 4.83176], [2.15057, 5.45975, 5.57741], [2.29351, 7.42406, 5.15553], [1.90832, 6.59883, 3.76986], [0.62369, 6.84727, 5.04686], [1.96808, 5.60954, 6.50793], [-2.61726, -2.35850, 5.77989], [-2.00729, -1.46244, 4.80819], [-2.22277, -3.36745, 5.65948], [-2.42463, -2.12888, 6.82787], [-3.69858, -2.31302, 5.65037], [-2.25752, -1.71058, 3.91521], [4.37896, -0.82802, -6.03633], [4.60558, -2.20528, -5.80342], [4.86501, -0.26986, -5.23613], [4.86163, -0.50645, -6.95923], [3.32839, -0.53849, -6.05995], [4.36565, -2.32105, -4.88114], [-1.74064, 6.10856, -3.10841], [-1.65602, 6.02623, -1.73334], [-2.13784, 5.24497, -3.64185], [-2.35905, 6.96780, -3.36796], [-0.76232, 6.35866, -3.51884], [-1.05579, 5.31201, -1.50705], [0.14473, -5.44408, -5.41238], [-0.55118, -4.72442, -6.38525], [0.43637, -4.86494, -4.53623], [-0.53580, -6.24581, -5.12566], [1.03920, -5.97120, -5.74430], [-0.52872, -5.18191, -7.22894], [-3.52628, 2.67473, 6.35771], [-2.44664, 3.09335, 5.52352], [-4.28442, 1.97606, 6.00388], [-2.99563, 2.18740, 7.17565], [-4.00996, 3.55451, 6.78214], [-2.95229, 3.57480, 4.86464], [-4.16504, -2.47299, -0.99581], [-4.23907, -1.88947, 0.28479], [-4.97162, -3.18418, -1.17399], [-4.16907, -1.77391, -1.83210], [-3.22686, -3.02454, -1.05663], [-5.07551, -1.42987, 0.38841]], "forces_ev_per_angstrom": [[-0.203, 0.141, -0.219], [0.500, -0.351, 0.819], [-1.212, -0.182, -4.594], [0.772, -0.732, 2.183], [0.138, 0.772, 2.047], [-0.150, -0.206, 0.094], [-0.229, 0.428, -0.080], [0.202, 0.230, -0.191], [0.004, -0.946, 0.368], [0.322, 0.930, -0.673], [-0.213, 0.451, -0.418], [-0.176, 0.218, 0.411], [0.007, -0.236, 0.137], [0.044, -0.398, 0.167], [1.175, 0.822, 1.047], [-0.459, -0.306, -1.086], [-0.274, 0.496, 0.230], [-0.377, -1.042, 0.018], [-0.038, -0.265, -0.242], [-0.053, 0.155, 0.003], [-0.091, -0.073, -0.908], [0.279, 0.085, 1.291], [-0.262, -0.135, -0.247], [0.423, 0.831, -0.324], [-0.030, -0.340, 0.009], [-0.248, -0.307, 0.142], [0.594, 0.472, 0.218], [-0.339, 0.133, -0.101], [-0.002, 0.363, 0.066], [-0.123, -0.312, -0.076], [-0.200, -0.196, -0.123], [0.078, -0.489, 0.026], [0.354, 1.021, -1.507], [-0.245, -0.490, 1.309], [-0.095, -0.293, 0.263], [-0.213, -0.101, 0.166], [0.204, -0.169, -0.314], [-0.004, 0.037, 0.085], [-0.280, -1.675, 0.285], [0.174, 1.265, -0.446], [-0.346, 0.385, -0.270], [0.107, -0.197, 0.760], [0.255, 0.324, -0.419], [0.098, -0.091, 0.103], [1.010, -0.085, 1.987], [-1.229, -0.190, -0.801], [0.273, 0.046, -0.774], [-0.418, -0.163, 0.247], [-0.235, 0.003, -0.019], [0.707, 0.353, -0.669], [0.060, -0.545, -0.419], [0.184, 0.271, 0.202], [-0.099, -0.094, 0.073], [-0.036, 0.388, 0.121], [-0.019, 0.016, 0.139], [-0.065, -0.028, -0.099]], "mulliken_charge": [0.6646, -0.8473, 0.8246, -0.3140, -0.3177, 0.3216, 0.2933, 0.3195, -0.5306, -0.4785, 0.2230, 0.2533, 0.2473, 0.2862, -0.5583, -0.4941, 0.2699, 0.2499, 0.2554, 0.3093, -0.5448, -0.5056, 0.2751, 0.2334, 0.2464, 0.3038, -0.5216, -0.4737, 0.2322, 0.2402, 0.2284, 0.2944, -0.5278, -0.4673, 0.2379, 0.2271, 0.2556, 0.2758, -0.5044, -0.5092, 0.1843, 0.2696, 0.2526, 0.3075, -0.5840, -0.4616, 0.2561, 0.1942, 0.3129, 0.2941, -0.5010, -0.4958, 0.2605, 0.2459, 0.1965, 0.2951]}